No. 1
DFT (ωB97M-V/def2-TZVPD) results for a structure of composition C6H22AgCsO12P at a distorted geometry.

Properties
E_HOMO (alpha / beta) = -8.78 / -8.78 eV
Multiplicity = 2
Net charge = 0
Gap between HOMO and LUMO (alpha / beta) = 6.1630 / 4.3785 eV
E_tot = -1653.10473 Ha
E_LUMO (alpha / beta) = -2.6 / -4.4 eV
Maximum force = 0.0944 Eh/bohr

CARTESIAN COORDINATES (ANGSTROEM)
Ag 20.946 21.733 9.657
Cs 21.047 17.467 7.743
P 18.756 20.373 8.578
O 18.907 21.589 9.584
O 20.268 20.211 8.185
O 17.839 20.696 7.360
O 18.383 19.054 9.405
O 18.680 19.022 5.497
H 17.795 18.871 5.163
H 18.547 19.424 6.355
O 20.426 18.108 10.698
H 19.615 18.283 10.220
H 20.672 18.954 11.071
C 15.652 22.847 9.251
C 16.392 23.736 8.145
O 17.559 23.330 7.552
O 16.533 22.350 10.271
H 15.162 21.916 8.965
H 14.948 23.543 9.708
H 16.480 24.795 8.389
H 15.731 23.732 7.279
H 17.680 22.378 7.538
H 17.382 22.207 9.845
C 16.561 16.344 9.273
C 16.781 16.457 7.825
O 17.872 17.268 7.533
O 16.342 17.719 9.727
H 17.466 16.094 9.828
H 15.765 15.693 9.633
H 15.978 16.954 7.279
H 17.027 15.528 7.311
H 17.812 18.054 8.082
H 17.179 18.179 9.628
C 15.779 20.622 4.932
C 14.914 20.363 6.175
O 15.600 19.603 7.170
O 16.784 21.507 5.164
H 15.216 21.001 4.079
H 15.975 19.622 4.545
H 14.024 19.868 5.789
H 14.560 21.249 6.703
H 16.444 20.052 7.259
H 17.306 21.209 5.912



No. 2
DFT (ωB97M-V/def2-TZVPD) results for a structure of composition C6H22CrN8O6 at a distorted geometry.

Properties
E_HOMO (alpha / beta) = -5.08 / -6.08 eV
Multiplicity = 5
Net charge = 0
Gap between HOMO and LUMO (alpha / beta) = 5.3484 / 6.3455 eV
E_tot = -2175.89139 Ha
E_LUMO (alpha / beta) = 0.3 / 0.3 eV
Maximum force = 0.0489 Eh/bohr
Energy above the lowest of the compared OMol25 structures with the same formula, charge and spin = 0.0 kJ/mol

CARTESIAN COORDINATES (ANGSTROEM)
Cr -0.484 0.493 0.175
C 2.019 2.583 -0.812
O 1.103 2.045 0.074
H 2.340 1.958 -1.665
H 1.582 3.474 -1.297
H 2.908 2.968 -0.290
C -2.958 2.273 0.979
O -2.417 1.531 -0.049
H -2.844 1.830 1.990
H -2.492 3.263 1.125
H -4.044 2.429 0.886
C -0.295 0.754 -3.135
O -0.458 0.383 -1.978
N 0.890 0.653 -3.800
N -1.297 1.307 -3.837
H 1.677 0.341 -3.254
H 1.172 1.126 -4.637
H -1.051 1.735 -4.708
H -2.163 1.466 -3.346
C 0.379 0.471 3.048
O -0.529 0.218 2.240
N 0.161 0.402 4.386
N 1.579 0.964 2.662
H 0.849 0.910 4.906
H -0.718 0.075 4.736
H 1.652 1.316 1.697
H 2.093 1.573 3.274
C -1.845 -2.423 0.592
O -1.659 -1.338 0.051
N -2.827 -3.278 0.157
N -1.135 -2.871 1.651
H -3.282 -2.829 -0.626
H -3.163 -4.026 0.724
H -1.305 -3.792 1.996
H -0.419 -2.251 1.994
C 1.851 -1.616 -0.533
O 1.020 -1.067 0.201
N 3.101 -1.906 -0.089
N 1.484 -2.142 -1.744
H 3.301 -1.554 0.830
H 3.526 -2.682 -0.557
H 0.485 -2.070 -1.871
H 2.212 -2.696 -2.147



No. 3
DFT (ωB97M-V/def2-TZVPD) results for a cluster of 5 separate species, C6H22N4O7 in total at a distorted geometry.

Properties
E_HOMO = -9.74 eV
Net charge = 0
Gap between HOMO and LUMO = 9.8935 eV
SMILES string = NC(N)=O.NC(N)=O.OCCO.OCCO.O
E_tot = -987.44753 Ha
E_LUMO = 0.2 eV
Maximum force = 0.1615 Eh/bohr
Energy above the lowest of the compared OMol25 structures with the same formula, charge and spin = 232.2 kJ/mol

CARTESIAN COORDINATES (ANGSTROEM)
N 5.497 0.120 0.704
C 5.337 0.321 -0.598
N 6.440 0.649 -1.051
O 4.331 0.376 -1.254
H 6.399 -0.158 1.063
H 4.701 0.013 1.316
H 7.120 0.729 -0.308
H 6.465 0.933 -2.020
N -0.974 0.758 2.512
C -0.699 0.464 3.790
N -1.685 0.985 4.538
O 0.228 -0.205 4.284
H -1.744 1.352 2.243
H -0.312 0.291 1.909
H -2.548 1.432 4.263
H -1.439 0.878 5.511
O -4.461 2.004 -3.829
C -3.488 2.851 -3.335
C -3.874 3.842 -2.246
O -4.464 3.251 -1.122
H -4.817 1.553 -3.060
H -2.607 2.313 -2.983
H -3.089 3.372 -4.205
H -4.646 4.576 -2.479
H -2.996 4.432 -1.984
H -4.619 3.936 -0.467
O 0.039 -3.818 -1.376
C -1.187 -4.461 -1.750
C -2.069 -3.553 -2.509
O -1.555 -2.923 -3.664
H 0.117 -2.983 -1.843
H -0.854 -5.282 -2.385
H -1.549 -4.866 -0.805
H -2.702 -3.002 -1.812
H -2.877 -4.218 -2.814
H -2.278 -2.480 -4.116
O 5.614 -1.229 7.680
H 6.037 -1.753 6.999
H 5.208 -0.503 7.206



No. 4
DFT (ωB97M-V/def2-TZVPD) results for a cluster of 5 separate species, C6H22O5 in total at a distorted geometry.

Properties
E_HOMO = -10.14 eV
Net charge = 0
Gap between HOMO and LUMO = 10.7271 eV
SMILES string = CC(C)O.CO.CO.CO.O
E_tot = -617.90296 Ha
E_LUMO = 0.6 eV
Maximum force = 0.0484 Eh/bohr
Energy above the lowest of the compared OMol25 structures with the same formula, charge and spin = 253.6 kJ/mol

CARTESIAN COORDINATES (ANGSTROEM)
C 3.221 -3.196 -2.443
C 3.459 -1.804 -2.892
C 4.506 -1.625 -4.041
O 2.215 -1.179 -3.252
H 2.538 -3.724 -3.109
H 2.814 -3.227 -1.433
H 4.175 -3.724 -2.412
H 3.917 -1.183 -2.122
H 5.552 -1.696 -3.743
H 4.488 -0.645 -4.520
H 4.235 -2.274 -4.874
H 2.067 -1.422 -4.169
C -6.665 3.094 -1.719
O -5.508 3.652 -1.161
H -6.448 2.388 -2.521
H -7.112 2.487 -0.931
H -7.342 3.907 -1.981
H -5.121 2.916 -0.681
C 2.453 4.402 1.007
O 3.842 4.536 1.203
H 2.319 4.339 -0.073
H 2.067 3.519 1.517
H 1.922 5.260 1.422
H 4.047 5.386 0.806
C -2.767 -3.195 6.492
O -1.796 -3.246 5.443
H -3.616 -3.864 6.351
H -2.350 -3.345 7.488
H -3.156 -2.178 6.524
H -1.392 -4.113 5.521
O -2.449 0.209 1.443
H -2.236 -0.407 2.144
H -1.882 -0.049 0.717